23
Properties=species:S:1:pos:R:3:forces:R:3:mulliken_charge:R:1 method="wB97M-V/def2-TZVPD" lumo_ev=0.691 total_energy_ha=-313.41899 homo_energy_ev=-10.818 de_lowest_ev=0.668 orbital_gap_ev=11.51 smiles=CCCCCC.O
C -0.77854 1.96842 -0.29999 -1.349 -0.766 -0.140 -0.410
O 0.72272 -4.47844 -4.38093 -0.025 -0.144 -0.121 -0.640
H 0.22617 -0.56364 3.00332 -0.689 -0.183 0.269 0.277
C 1.28241 0.33111 1.35488 -1.310 -0.023 0.328 -0.233
H -0.56098 0.33813 -1.69276 0.333 -0.161 -0.188 0.373
C 0.99283 -0.85264 2.31224 0.783 0.722 -0.237 -1.180
H 0.16322 -5.17980 -4.02625 0.106 0.225 0.042 0.322
C -2.10340 2.09441 0.47802 0.079 -0.566 0.172 -1.271
H -2.22361 1.37194 1.29850 0.404 0.102 -0.090 0.301
C -0.44224 0.49468 -0.62456 -0.030 0.305 0.608 -0.672
H 1.04286 -1.01612 -0.30290 0.035 0.105 -0.064 0.421
H 1.84806 -1.09237 2.93502 0.281 -0.103 -0.023 0.308
H 0.72589 -1.73770 1.75803 -0.264 -0.353 -0.056 0.342
H 0.67181 1.16360 1.72108 0.065 0.048 -0.128 0.183
H 0.78171 -3.80115 -3.70189 -0.081 -0.078 0.081 0.318
H -2.22520 3.07978 0.91482 -0.192 0.239 -0.146 0.333
H 0.02331 2.44321 0.25009 0.208 0.262 -0.224 0.419
H -1.16661 -0.17764 -0.17144 -0.355 0.037 0.214 0.303
C 0.92216 0.05962 -0.12148 1.365 -0.144 -0.158 -0.905
H -1.00504 2.44655 -1.25672 0.670 0.451 0.178 0.296
H 2.29001 0.70973 1.43591 0.451 -0.258 -0.024 0.438
H 1.73727 0.53972 -0.68047 -0.385 -0.005 -0.349 0.295
H -2.92480 1.85862 -0.20251 -0.101 0.286 0.058 0.382